# 1
Entry from the OMol25 dataset: 4 unconnected molecules or ions with the total composition C23H66N10O5P4 (the ωB97M-V functional and the def2-TZVPD basis).

The geometry in XYZ format:
```
108
Properties=species:S:1:pos:R:3:lowdin_charge:R:1
C -1.9818 -5.0500 3.8952 -0.135
N -2.3368 -4.0006 2.9527 -0.318
C -1.2033 -3.0826 2.7945 -0.142
P -3.8777 -3.2899 2.6521 0.769
O -3.5388 -3.1424 1.1484 -0.327
N -4.9985 -4.5735 2.3392 -0.339
C -4.8514 -5.9386 2.8167 -0.148
C -5.6202 -4.6205 1.0081 -0.156
N -4.2673 -3.4596 4.3806 -0.269
C -5.7050 -3.2330 4.6739 -0.137
C -3.5724 -2.4569 5.2194 -0.138
H -1.9941 -4.7216 4.9372 0.069
H -0.9714 -5.4288 3.6954 0.085
H -2.6080 -5.9335 3.8139 0.047
H -1.1451 -2.3635 3.6145 0.061
H -1.2821 -2.5076 1.8663 0.065
H -0.2454 -3.6126 2.7385 0.081
H -4.0550 -6.4711 2.2876 0.084
H -5.7792 -6.5060 2.6760 0.079
H -4.6781 -5.9773 3.8947 0.070
H -4.9327 -5.0450 0.2660 0.058
H -5.9243 -3.6217 0.6806 0.071
H -6.5308 -5.2283 1.0119 0.080
H -6.0323 -2.2528 4.3085 0.085
H -5.9032 -3.2952 5.7507 0.084
H -6.3553 -3.9919 4.2263 0.073
H -3.7479 -1.4409 4.8489 0.088
H -2.4959 -2.6206 5.2583 0.058
H -3.9058 -2.5121 6.2628 0.088
C 5.2030 1.4732 -5.5251 -0.138
N 4.9288 0.3402 -4.6552 -0.319
C 5.3944 -0.8934 -5.2988 -0.146
P 3.6331 0.1182 -3.5408 0.768
O 4.5692 -0.6471 -2.5737 -0.321
N 3.5875 1.5041 -2.5022 -0.335
C 4.0959 2.8204 -2.8518 -0.145
C 3.8345 1.2855 -1.0698 -0.141
N 2.5569 0.9980 -4.6527 -0.258
C 1.2635 1.3742 -4.0283 -0.140
C 2.1612 0.1821 -5.8229 -0.135
H 4.5119 1.5523 -6.3676 0.068
H 6.2124 1.4037 -5.9502 0.083
H 5.2087 2.4261 -5.0043 0.046
H 4.6822 -1.2576 -6.0424 0.059
H 5.5361 -1.6958 -4.5677 0.069
H 6.3644 -0.7627 -5.7924 0.078
H 5.1899 2.8414 -2.8737 0.085
H 3.7647 3.5743 -2.1276 0.064
H 3.6937 3.1733 -3.8043 0.071
H 4.9067 1.1733 -0.8666 0.084
H 3.3096 0.3947 -0.7117 0.073
H 3.4617 2.1198 -0.4667 0.046
H 0.7497 0.4941 -3.6246 0.062
H 0.6047 1.8694 -4.7517 0.086
H 1.3784 2.0980 -3.2146 0.071
H 1.7429 -0.7811 -5.5106 0.084
H 2.9961 -0.0146 -6.4949 0.055
H 1.4184 0.7041 -6.4383 0.091
C 3.2493 7.3860 2.9874 -0.136
N 3.2864 6.1995 3.8279 -0.318
C 4.6494 6.0019 4.3337 -0.144
P 2.3547 4.7549 3.7048 0.769
O 2.3189 4.6227 5.2472 -0.315
N 0.6840 5.2087 3.6409 -0.343
C 0.1904 6.4946 3.1759 -0.151
C -0.1831 4.7575 4.7387 -0.149
N 2.3959 4.9069 1.9318 -0.264
C 1.4395 3.9977 1.2515 -0.136
C 3.7092 4.5310 1.3610 -0.139
H 3.6846 7.2318 1.9973 0.068
H 3.8051 8.2107 3.4517 0.084
H 2.2505 7.7912 2.8561 0.047
H 5.2942 5.5282 3.5902 0.059
H 4.6565 5.3615 5.2216 0.070
H 5.1186 6.9442 4.6397 0.079
H 0.4068 7.2957 3.8894 0.084
H -0.8958 6.4679 3.0274 0.078
H 0.5863 6.7514 2.1905 0.069
H -0.0509 5.3841 5.6294 0.081
H 0.0260 3.7163 5.0023 0.070
H -1.2400 4.7918 4.4551 0.074
H 1.6102 2.9552 1.5441 0.085
H 1.5243 4.0791 0.1612 0.081
H 0.3939 4.2401 1.4688 0.073
H 4.0196 3.5375 1.7028 0.088
H 4.4951 5.2388 1.6228 0.058
H 3.6805 4.5315 0.2645 0.072
C -0.4102 -4.2509 -2.6898 -0.178
C -1.6417 -4.4502 -3.7769 -0.403
P -3.1575 -3.3338 -3.4476 0.957
C -4.8072 -4.1508 -3.9665 -0.398
C -5.7353 -4.2233 -2.5771 -0.207
O -2.9415 -1.9560 -4.5021 -0.314
C -1.9975 -0.9799 -3.9145 -0.370
N -2.0377 -0.6739 -2.4266 0.071
O -1.1200 -0.3972 -4.7535 -0.034
H -0.3882 -5.2212 -2.0028 0.085
H -0.5591 -3.3440 -1.9608 0.049
H 0.6045 -4.0885 -3.2810 0.086
H -1.8688 -5.5966 -3.8339 0.085
H -1.1897 -4.1084 -4.8274 0.095
H -4.7197 -5.2582 -4.3381 0.083
H -5.4412 -3.4821 -4.7145 0.094
H -4.9741 -4.5799 -1.7309 0.047
H -6.6117 -5.0028 -2.7085 0.082
H -6.2410 -3.1899 -2.3254 0.083
H -3.0508 -0.6967 -2.1743 0.080
H -1.5924 -1.4239 -1.8512 0.061
```

Properties
Energy above the lowest of the compared OMol25 structures with the same formula, charge and spin = 283.67 kcal per mole
HOMO = -7.972 eV
Multiplicity = 1
HOMO-LUMO gap = 6.70 eV
SMILES string = CN(C)P(=O)(N(C)C)N(C)C.CN(C)P(=O)(N(C)C)N(C)C.CN(C)P(=O)(N(C)C)N(C)C.CCP(CC)OC(N)=O

***

# 2
Entry from the OMol25 dataset: a molecular structure, C16H26AlGdN2O2S (the ωB97M-V functional and the def2-TZVPD basis).

The geometry in XYZ format:
```
49
Properties=species:S:1:pos:R:3:lowdin_spin:R:1
C -4.8982 3.2239 0.8489 0.000
O -4.8759 1.8172 0.3633 0.000
C -5.0071 1.9379 -1.0960 0.001
C -4.5382 0.6257 -1.9552 0.002
C -3.5191 -0.3961 -1.1816 0.005
C -1.9146 -0.1774 -1.5998 0.017
C -1.1145 -1.6458 -1.5812 0.080
C -0.5483 -1.8762 -0.0267 0.453
Al 1.4940 -1.6298 -0.0568 0.110
C 2.0123 -0.0791 -1.2954 0.007
C 3.4414 0.6391 -0.9283 -0.036
C 3.2301 2.1268 -0.2037 -0.052
O 2.6283 3.1047 -1.1694 -0.015
N 2.3037 -3.2595 -0.7913 0.071
C 1.9705 -3.3873 -2.1191 -0.014
S 1.8749 -3.5910 -3.8146 0.091
C 2.3229 -1.4654 1.8626 0.056
C 2.3537 -2.8256 2.6999 0.008
C 3.0208 -2.8391 4.1873 0.001
C 3.5798 -1.3556 4.5687 0.003
C 3.3743 -0.1462 3.5349 0.002
N 2.7697 -0.0842 2.1741 0.004
H -4.9440 3.2805 2.0248 0.000
H -3.8941 3.7303 0.4813 0.000
H -5.7987 3.8497 0.4133 0.000
H -6.1732 2.0771 -1.3112 0.000
H -4.5124 2.9553 -1.4602 0.000
H -5.4816 0.0710 -2.4252 0.000
H -3.9379 1.0429 -2.8988 0.000
H -3.6433 -0.4482 -0.0197 0.001
H -3.7778 -1.4901 -1.5837 0.001
H -1.9444 0.1695 -2.7386 0.002
H -1.3798 0.6356 -0.9497 0.000
H -0.2463 -1.6373 -2.3750 0.014
H -1.8743 -2.5180 -1.8532 0.021
H -1.0718 -1.0800 0.6819 0.022
H -0.8014 -2.9725 0.3226 0.011
H 2.0840 -0.4402 -2.4124 0.000
H 1.1825 0.7659 -1.2171 -0.003
H 4.1762 -0.0359 -0.2920 -0.026
H 3.9952 0.8603 -1.9448 -0.004
H 2.4936 2.0946 0.7077 -0.002
H 4.2848 2.6013 0.0803 -0.097
H 2.3242 3.8729 -0.5698 0.000
H 1.9015 -3.8137 2.2520 0.000
H 3.0968 -3.7783 4.8813 0.000
H 4.1273 -1.1776 5.5974 0.000
H 3.7814 0.9126 3.9152 0.002
Gd 6.0730 1.7551 0.2727 6.263
```

Properties
<S²> = 16.7925
HOMO (alpha / beta) = -13.035 / -13.032 eV
Multiplicity = 8
HOMO-LUMO gap (alpha / beta) = 3.12 / 4.28 eV
Charge = +2

***

Number 1: E_tot -87203.6895 eV. Number 2: E_tot -62323.8622 eV.